Below is a structure of composition C5H15N4, with properties calculated with the ωB97M-V functional and the def2-TZVPD basis.

Results
LUMO energy: -0.0972 Eh
ΔE to the lowest compared entry with this formula, charge and spin: 1.315 eV
Kohn-Sham gap: 0.3642 Ha
total energy: -418.2335 hartree
net charge: +1

Geometry as XYZ:
```
24
Properties=species:S:1:pos:R:3:nbo_charge:R:1
C -0.8677 -1.1736 -0.3903 -0.52
C -1.1166 -2.3734 0.5898 0.19
C -0.1774 0.1222 0.1292 0.12
C 0.2911 1.4702 -1.1347 0.21
C -1.0171 0.8248 1.1003 -0.68
N -0.2532 -2.5635 1.5312 -0.69
N 1.0455 -0.4520 0.8598 -0.75
N 1.4085 2.0382 -0.5011 -0.90
N 0.4789 0.8455 -2.3366 -0.83
H -0.3178 -1.5631 -1.2427 0.25
H -1.8417 -0.8667 -0.7112 0.24
H -1.8986 -3.1566 0.4054 0.21
H -1.3903 0.2088 1.8996 0.22
H -1.8601 1.2352 0.6217 0.24
H -0.5729 1.7686 1.5243 0.22
H -0.6623 2.0496 -1.3253 0.20
H -0.3418 -3.3223 2.1651 0.38
H 1.2895 0.1501 1.6355 0.42
H 0.8186 -1.2924 1.4125 0.46
H 2.2243 2.2074 -1.0466 0.40
H 1.2990 2.7133 0.2258 0.40
H 1.8072 -0.5102 0.1231 0.44
H 0.1973 1.2349 -3.1452 0.40
H 1.4578 0.4051 -2.3895 0.36
```

***

Below is the molecule C3H7N3, with properties calculated with the ωB97M-V functional and the def2-TZVPD basis.

Results
LUMO energy: 0.0235 Eh
ΔE to the lowest compared entry with this formula, charge and spin: 4.484 eV
Kohn-Sham gap: 0.3176 Ha
total energy: -282.6095 hartree

Geometry as XYZ:
```
13
Properties=species:S:1:pos:R:3:nbo_charge:R:1
C 0.9648 1.3238 -0.1676 -0.41
C 1.5369 -1.1151 -0.4007 -0.44
C -0.3477 -0.1539 0.8169 -0.09
H 1.8788 1.2805 -0.9479 0.19
H 0.0673 1.5997 -0.9345 0.16
H 1.0306 2.1474 0.6402 0.22
H 0.9573 -2.0306 0.1587 0.23
H 2.6381 -0.9344 -0.2855 0.23
H 0.8866 -0.9164 -1.3730 0.19
H -0.7164 -0.4598 1.9233 0.22
N 0.9472 0.0199 0.3831 -0.48
N -1.3802 -0.0589 0.0342 0.02
N -2.3764 -0.1060 -0.5134 -0.03
```

***

Below is the molecule C5H9NO, with properties calculated with the ωB97M-V functional and the def2-TZVPD basis.

Results
LUMO energy (spin up / spin down): 0.0064 / 0.0064 Eh
ΔE to the lowest compared entry with this formula, charge and spin: 5.283 eV
Kohn-Sham gap (spin up / spin down): 0.3206 / 0.3206 Ha
total energy: -325.7434 hartree
SMILES: C[C@H]1N[C@H]1CC=O

Geometry as XYZ:
```
16
Properties=species:S:1:pos:R:3:nbo_charge:R:1
C -1.3497 -0.1079 1.2811 -0.62
C -1.3102 0.0630 -0.2163 -0.08
N -0.8829 1.3609 -0.7460 -0.59
C -0.0527 0.1829 -0.9759 -0.11
C 1.2592 0.2490 -0.2683 -0.39
C 1.8251 -1.1922 0.1987 0.31
O 2.3832 -1.2366 -0.8968 -0.48
H -0.5712 0.4853 1.7688 0.22
H -2.3139 0.2275 1.6749 0.22
H -1.2057 -1.1604 1.5503 0.21
H -2.1201 -0.4362 -0.7468 0.19
H -1.4017 1.6221 -1.5776 0.35
H -0.0313 -0.2550 -1.9804 0.21
H 1.2851 0.6524 0.7217 0.21
H 1.9720 0.8795 -0.8642 0.22
H 2.5113 -1.3562 1.0977 0.13
```

***

Below is a structure of composition C7H18ClEuOTi, with properties calculated with the ωB97M-V functional and the def2-TZVPD basis.

Results
LUMO energy (spin up / spin down): 0.0848 / 0.0729 Eh
ΔE to the lowest compared entry with this formula, charge and spin: 1.460 eV
Kohn-Sham gap (spin up / spin down): 0.1898 / 0.1898 Ha
total energy: -2372.5957 hartree
net charge: -1
2S+1: 8

Geometry as XYZ:
```
29
Properties=species:S:1:pos:R:3:mulliken_spin:R:1
Eu 1.3811 -1.5714 -3.3502 6.98
Cl 2.1272 -3.5575 -1.9767 -0.01
C 2.5393 0.5727 -3.1126 -0.01
C -0.6645 -2.0601 -4.5875 -0.01
H 2.5554 1.0782 -4.0882 0.00
H 1.9665 1.1252 -2.3501 0.00
H 3.5469 0.3017 -2.7621 0.00
H -0.6713 -1.5512 -5.5629 0.00
H -1.4699 -1.7172 -3.9156 0.00
H -0.6553 -3.1563 -4.6903 0.00
Ti -1.0464 -0.4453 0.3791 0.32
C -2.3891 -1.7553 1.1930 0.00
C -1.9728 0.9610 -0.5517 -0.28
H -3.4069 -1.4891 0.8840 0.00
H -2.1079 -2.7331 0.7694 0.00
H -2.2963 -1.7742 2.2845 0.00
H -3.0042 0.6789 -0.8357 0.00
H -1.6016 1.9529 -0.8277 0.00
C 1.6580 1.7649 2.2842 0.00
C 0.6373 0.8325 2.8874 0.00
C -0.2788 1.4489 3.9126 0.00
O -0.2325 0.2984 1.7510 0.01
H 1.1693 2.5448 1.6884 0.00
H 2.3578 1.2180 1.6424 0.00
H 2.2398 2.2494 3.0801 0.00
H 1.1461 -0.0392 3.3156 0.00
H -0.9340 2.1927 3.4474 0.00
H -0.8970 0.6813 4.3895 0.00
H 0.3038 1.9484 4.7029 0.00
```

***

Below is a cluster of 2 separate species, C5H12 in total, with properties calculated with the ωB97M-V functional and the def2-TZVPD basis.

Results
LUMO energy: 0.0384 Eh
ΔE to the lowest compared entry with this formula, charge and spin: 0.991 eV
Kohn-Sham gap: 0.3784 Ha
total energy: -197.6727 hartree
SMILES: C=C(C)C.C

Geometry as XYZ:
```
17
Properties=species:S:1:pos:R:3:nbo_charge:R:1
C 0.9526 -0.6788 0.1635 -0.42
C -0.1375 -1.1381 -0.4396 0.03
C -0.4006 -2.6188 -0.5877 -0.64
C -1.2615 -0.2868 -0.9302 -0.64
H 1.0728 0.3756 0.3702 0.19
H 1.8123 -1.3045 0.3659 0.19
H -1.1069 -2.9293 0.1863 0.22
H 0.5082 -3.2076 -0.4666 0.22
H -0.8576 -2.8768 -1.5437 0.21
H -1.1177 0.7744 -0.7381 0.21
H -2.2049 -0.5777 -0.4609 0.21
H -1.4229 -0.3791 -2.0059 0.22
C 0.8465 2.9525 1.2068 -0.85
H 0.5238 2.8796 2.2458 0.22
H 0.0965 2.4489 0.6027 0.21
H 1.8361 2.5437 1.0334 0.21
H 0.8609 4.0228 0.9981 0.21
```

***

Below is a structure of composition C22H37O2PdSi, with properties calculated with the ωB97M-V functional and the def2-TZVPD basis.

Results
LUMO energy (spin up / spin down): 0.0876 / 0.0875 Eh
Kohn-Sham gap (spin up / spin down): 0.1275 / 0.2073 Ha
total energy: -1428.1707 hartree
net charge: -1
2S+1: 3

Geometry as XYZ:
```
63
Properties=species:S:1:pos:R:3:mulliken_spin:R:1
O -0.2080 -0.8660 -0.3700 -0.03
C -1.1536 0.0054 -1.0541 0.01
C -2.0464 -1.1814 -1.3859 0.00
H -0.7334 0.4890 -1.9514 0.00
H -1.5738 0.7341 -0.3306 0.00
C -1.1466 -1.9912 -0.4319 0.00
H -1.8656 -1.5685 -2.3857 0.00
H -3.1149 -1.0210 -1.2105 0.00
C -0.2737 -3.1161 -0.9795 0.00
H 0.2829 -2.7568 -1.8682 0.00
H -0.8252 -4.0194 -1.2603 0.00
H 0.4535 -3.3672 -0.1820 0.00
C -1.8389 -2.2875 0.8872 0.00
H -2.5577 -1.4909 1.1555 0.00
H -1.0935 -2.3566 1.7030 0.00
H -2.4029 -3.2429 0.8269 0.00
Pd 1.0264 1.1279 2.4385 0.65
C -0.5468 0.7470 4.6048 0.21
C -0.2578 2.0088 3.9863 0.05
C -0.9356 2.0063 2.6887 -0.05
H 0.2764 2.8607 4.4074 0.00
C -1.5845 0.7268 2.5485 0.32
C -1.3907 0.0017 3.7484 0.00
H -1.8756 -0.9436 3.9995 0.01
H -0.2368 0.4523 5.6069 0.00
H -1.0558 2.8772 2.0468 0.00
H -2.2086 0.4322 1.7055 -0.01
C 2.0228 -0.7308 4.0452 0.12
C 1.1505 -1.8223 3.9338 0.08
C 1.0940 -2.2399 2.5627 0.09
H 0.6271 -2.3164 4.7497 0.01
C 1.9309 -1.4127 1.8016 0.08
C 2.5237 -0.4204 2.7031 -0.06
H 3.4164 0.1645 2.4933 0.00
H 2.3489 -0.2331 4.9608 0.00
H 0.5578 -3.1152 2.2011 -0.01
H 2.1939 -1.5384 0.7534 -0.01
O -1.1722 -0.3959 -3.8594 0.00
C -1.9886 -1.4596 -4.4407 0.00
C -2.2130 -1.2203 -5.9409 0.00
H -2.9740 -1.5105 -3.9388 0.00
H -1.5035 -2.4298 -4.2320 0.00
C -1.6818 0.1899 -6.1727 0.00
H -3.2745 -1.3251 -6.1671 0.00
H -1.6601 -1.9611 -6.5112 0.00
C -0.8812 0.5399 -4.8929 0.00
H -2.5085 0.8921 -6.2881 0.00
H -1.0346 0.2725 -7.0456 0.00
H -1.0858 1.5500 -4.5160 0.00
H 0.1992 0.4987 -5.0871 0.00
C 3.1437 1.3638 -0.1704 0.03
Si 2.2205 2.4392 1.0698 0.47
C 3.3444 3.2369 2.3518 0.00
C 1.0346 3.5987 0.1748 0.03
H 3.9115 0.7483 0.3126 0.00
H 3.6388 1.9863 -0.9281 0.01
H 2.4416 0.6914 -0.6813 0.00
H 4.0084 3.9662 1.8771 0.02
H 2.7559 3.7518 3.1224 0.00
H 3.9620 2.4859 2.8614 0.00
H 1.5576 4.2661 -0.5235 0.02
H 0.3102 3.0064 -0.4025 -0.01
H 0.4706 4.2229 0.8796 0.00
```